A molecular structure, C34H30BN11NaS3 at a distorted geometry, computed with wB97M-V/def2-TZVPD.

Last column: Löwdin charge in e.
Cartesian coordinates (Å):
1 Na 0.22997 -0.49120 1.41165  0.11
2 C 2.01431 -4.11743 3.61684  -0.10
3 C 1.21165 -2.95867 3.54481  -0.19
4 N 1.11617 -2.50067 2.29021  0.03
5 N 1.97569 -3.29341 1.51583  -0.01
6 C 2.59147 -4.19179 2.35022  -0.12
7 B 2.06102 -3.28480 -0.09939  -0.48
8 N 2.72849 -1.89237 -0.52903  -0.03
9 C 3.33697 -1.67948 -1.72989  -0.13
10 C 3.04235 -0.41852 -2.21931  -0.07
11 C 2.27551 0.14598 -1.15361  -0.16
12 N 1.99286 -0.72070 -0.15466  0.05
13 N 0.67614 -3.50227 -0.77943  -0.02
14 C 0.20413 -4.26324 -1.86509  -0.07
15 C -1.01130 -3.69577 -2.21049  -0.10
16 C -1.30932 -2.69361 -1.26049  -0.17
17 N -0.29583 -2.55746 -0.44110  0.07
18 H 2.29237 -4.73737 4.50150  0.09
19 H 0.57291 -2.55327 4.31655  0.10
20 H 3.19209 -4.98397 1.98628  0.09
21 H 2.77428 -4.21355 -0.39861  0.10
22 H 3.98847 -2.40566 -2.11679  0.09
23 H 3.40329 -0.00141 -3.17996  0.09
24 H 1.75334 1.09886 -1.20407  0.07
25 H 0.74098 -5.18845 -2.09112  0.11
26 H -1.64408 -3.99949 -3.04272  0.08
27 H -2.24337 -2.14513 -1.10355  0.10
28 C -2.44430 -3.59219 1.93029  -0.04
29 C -3.00161 -2.21313 1.77310  -0.31
30 C -4.22287 -2.04354 1.05869  -0.02
31 C -4.73350 -0.74824 1.02812  -0.06
32 C -4.05562 0.28449 1.64461  -0.06
33 C -2.88074 0.04004 2.27442  -0.28
34 N -2.32407 -1.15030 2.21465  0.18
35 C -2.16283 1.14397 2.95614  -0.26
36 C -2.94512 2.19456 3.49048  0.00
37 C -2.22807 3.33835 3.89375  -0.08
38 C -0.87651 3.36924 3.97035  -0.03
39 C -0.16530 2.30813 3.29128  -0.17
40 N -0.84764 1.13406 3.03702  0.15
41 C 1.26283 2.32243 3.03639  -0.21
42 C 1.94618 3.60616 3.01789  -0.02
43 C 3.30069 3.61087 2.85605  -0.07
44 C 3.94145 2.37961 2.59737  -0.03
45 C 3.23889 1.17973 2.67219  -0.32
46 C 4.01404 -0.04609 2.78930  -0.03
47 N 1.89629 1.18851 2.78818  0.18
48 H -2.64347 -4.26877 1.08117  0.09
49 H -1.36507 -3.53831 1.99835  0.05
50 H -2.77308 -4.04407 2.84677  0.07
51 H -4.66332 -2.92128 0.45740  0.14
52 H -5.66759 -0.53268 0.54653  0.10
53 H -4.46634 1.27998 1.50916  0.12
54 H -4.00998 2.08982 3.56825  0.10
55 H -2.83714 4.25274 4.12217  0.12
56 H -0.39591 4.23656 4.47195  0.11
57 H 1.35745 4.47947 3.38908  0.11
58 H 3.83776 4.57933 2.94668  0.11
59 H 5.01882 2.31868 2.50869  0.11
60 H 4.96622 0.14905 3.40529  0.11
61 H 3.48879 -0.93665 3.11772  0.07
62 H 4.44002 -0.22131 1.81836  0.08
63 S -4.33063 2.60328 -4.87671  0.52
64 C -3.16126 2.11713 -3.75916  -1.12
65 S -3.45355 1.81435 -2.12261  0.94
66 C -1.72821 1.86926 -1.71066  -1.10
67 N -0.96355 1.96925 -2.82332  0.00
68 N -1.81319 2.04065 -3.94824  -0.15
69 C -1.10247 2.47948 -5.13245  -0.18
70 C 0.22777 2.16764 -5.18043  -0.05
71 C 0.98838 2.36550 -6.32645  -0.09
72 C 0.47537 3.09623 -7.40966  -0.12
73 C -0.80702 3.60840 -7.29087  -0.10
74 C -1.65046 3.27080 -6.20553  -0.04
75 S -1.11597 1.68178 -0.12598  0.56
76 H 0.67824 1.87084 -4.21992  0.11
77 H 1.89283 1.74055 -6.52074  0.11
78 H 1.00871 3.29087 -8.29922  0.08
79 H -1.19796 4.34184 -8.01572  0.10
80 H -2.61692 3.68779 -6.09473  -0.01

Results
energy = -89737.8464 eV
max |F| = 4.0 eV Å⁻¹
total charge = -1
relative energy (zero: lowest compared OMol25 entry of this formula, charge and spin) = 31.9 kcal/mol